Entry 1:
10
Properties=species:S:1:pos:R:3:forces:R:3 method="wB97M-V/def2-TZVPD" relative_energy_kj_mol=604.0 total_charge=0
C 1.27998 0.26679 -1.84515 4.19 -3.45 2.47
C -0.14094 0.30281 0.02090 -0.71 -1.43 -0.66
H 1.89305 0.89206 -2.76716 -2.59 -1.65 2.41
H -1.44819 -0.02395 2.81246 0.02 -0.53 -2.40
N 0.44180 0.88687 -0.93709 0.10 2.16 -0.30
N -0.64402 -0.98148 0.00389 -0.85 -2.23 1.65
N -1.28596 -1.19936 1.13532 0.63 -1.95 -4.17
N -1.41620 -0.11951 1.73375 1.00 3.48 4.34
O 1.80734 -0.83048 -1.39181 -1.49 3.90 -3.23
O -0.48686 0.80625 1.23489 -0.31 1.69 -0.10


Entry 2:
10
Properties=species:S:1:pos:R:3:forces:R:3 method="wB97M-V/def2-TZVPD" relative_energy_kj_mol=645.7 total_charge=0
C 0.15744 -0.47970 -0.01242 1.15 0.60 0.04
C -0.32405 0.93122 -0.02713 -1.90 -1.71 -0.06
H 3.11992 -0.21492 0.04838 0.03 0.00 -0.02
H 0.43306 1.68459 -0.09117 -0.07 0.60 -0.06
N 1.37454 -0.89491 -0.03633 -0.48 1.15 0.31
N -1.60090 1.18399 -0.04807 2.18 0.26 0.25
N -2.48920 0.08658 0.08728 0.01 0.35 -0.27
N -2.15705 -1.07530 0.04531 0.05 -0.45 0.23
O 2.26248 0.21912 0.08076 -0.53 -0.59 -0.17
O -0.77627 -1.44067 -0.04663 -0.43 -0.22 -0.25


Entry 3:
10
Properties=species:S:1:pos:R:3:forces:R:3 method="wB97M-V/def2-TZVPD" relative_energy_kj_mol=489.6 total_charge=0
C 0.97667 0.18782 0.54572 -0.52 -0.12 1.01
C -1.17735 -0.37851 -0.94979 -2.47 1.32 1.58
H 2.81584 0.37201 0.78121 0.02 0.06 -0.15
H -2.12062 0.49017 0.59675 0.98 0.41 -0.78
N 1.92634 0.61043 1.21065 1.16 0.52 0.74
N 1.16658 -0.56808 -0.65346 -2.79 -0.22 -0.06
N 0.10393 -0.91670 -1.22933 1.82 -0.91 -1.90
N -1.19619 0.54760 0.11158 -1.70 -0.65 0.39
O -2.22180 -0.56762 -1.54653 2.32 -0.40 0.03
O -0.27339 0.22287 1.13318 1.20 -0.02 -0.86


| no. | orbital gap (eV) |
| --- | --- |
| 1 | 8.82 |
| 2 | 8.67 |
| 3 | 8.07 |